{
  "formula": "C28H18IN4O2Tb",
  "method": "ωB97M-V/def2-TZVPD",
  "species": ["Tb", "O", "C", "N", "C", "C", "C", "C", "C", "C", "N", "C", "O", "C", "C", "C", "C", "C", "N", "C", "C", "C", "C", "C", "N", "H", "H", "H", "H", "H", "H", "H", "H", "H", "H", "H", "H", "I", "C", "C", "C", "C", "C", "C", "C", "C", "C", "C", "H", "H", "H", "H", "H", "H"],
  "coordinates": [[-0.19916, 0.14941, -0.05370], [4.05128, 1.45977, 0.01357], [2.83620, 1.32037, -0.06123], [2.09847, 0.18628, -0.12150], [2.72499, -1.10063, -0.09381], [4.10931, -1.28294, -0.05082], [4.67570, -2.54755, -0.00942], [3.86475, -3.66131, -0.00293], [2.48714, -3.51093, -0.03910], [1.88828, -2.24980, -0.08770], [0.47098, -2.04935, -0.11018], [-0.38108, -3.09970, -0.04649], [-0.14085, -4.29872, 0.03201], [-1.85820, -2.73668, -0.07802], [-2.77573, -3.77644, -0.00948], [-4.12500, -3.48306, -0.02610], [-4.51775, -2.15617, -0.10506], [-3.54343, -1.17899, -0.16606], [-2.23236, -1.45511, -0.15815], [2.03751, 2.61532, -0.08930], [2.74613, 3.80737, -0.01874], [2.05325, 5.00180, -0.03031], [0.66971, 4.96931, -0.10717], [0.03830, 3.74244, -0.16991], [0.70289, 2.57918, -0.16637], [4.74656, -0.41933, -0.05263], [5.75372, -2.64338, 0.02084], [4.28722, -4.65756, 0.03260], [1.86092, -4.38251, -0.03129], [-2.39368, -4.78375, 0.05588], [-4.86056, -4.27543, 0.02507], [-5.56048, -1.87176, -0.11652], [-3.81082, -0.13436, -0.21891], [3.82215, 3.75253, 0.04464], [2.58212, 5.94464, 0.02333], [0.07936, 5.87474, -0.11477], [-1.03812, 3.67659, -0.22053], [-0.48223, 0.36732, 2.99224], [-2.20064, 1.60028, 2.88216], [-2.73597, 1.97748, 4.07755], [-3.88362, 2.79931, 4.08930], [-4.43872, 3.20319, 2.91322], [-3.88303, 2.81084, 1.66992], [-4.47444, 3.23959, 0.45547], [-3.94027, 2.86048, -0.74020], [-2.79119, 2.03650, -0.76259], [-2.15208, 1.57384, 0.36946], [-2.72522, 1.98135, 1.61606], [-2.29481, 1.65660, 5.01111], [-4.31060, 3.09997, 5.03678], [-5.31973, 3.83402, 2.90930], [-5.35438, 3.87037, 0.49914], [-4.39288, 3.18820, -1.66857], [-2.41400, 1.76727, -1.75319]],
  "charge": 0,
  "molar_mass_g_mol": 728.31,
  "spin_multiplicity": 7,
  "total_energy_ha": -2569.574348,
  "max_force_ev_per_a": 0.62,
  "homo_lumo_gap_ha": [0.2592, 0.2679]
}

***

{
  "formula": "C5H12S",
  "method": "ωB97M-V/def2-TZVPD",
  "species": ["C", "C", "C", "C", "S", "C", "H", "H", "H", "H", "H", "H", "H", "H", "H", "H", "H", "H"],
  "coordinates": [[1.78312, -2.21896, 0.18802], [0.30916, -2.35099, 0.49462], [-0.56405, -1.28415, -0.16408], [-0.43365, 0.08233, 0.51670], [-0.45774, 1.36971, -0.76131], [-0.39641, 2.89496, 0.21010], [2.33161, -3.06438, 0.60089], [1.98682, -2.22577, -0.88733], [2.18803, -1.29911, 0.60193], [0.18787, -2.23911, 1.58111], [-0.06869, -3.36530, 0.35408], [-1.60382, -1.59040, -0.09434], [-0.35423, -1.21228, -1.23508], [-1.27415, 0.25145, 1.18928], [0.47909, 0.16504, 1.10029], [-0.48055, 2.70970, 1.27698], [-1.22695, 3.52619, -0.08606], [0.56081, 3.38859, 0.05126]],
  "charge": 0,
  "de_lowest_kcal_mol": 1.5,
  "molar_mass_g_mol": 104.22,
  "total_energy_ha": -595.879601,
  "max_force_ev_per_a": 0.97,
  "homo_lumo_gap_ha": 0.3487
}

***

{
  "formula": "C15H13N6O6RhS",
  "method": "ωB97M-V/def2-TZVPD",
  "species": ["Rh", "N", "C", "S", "N", "N", "C", "C", "C", "C", "C", "C", "N", "H", "H", "H", "H", "H", "H", "H", "O", "C", "O", "C", "C", "C", "C", "C", "C", "N", "O", "O", "N", "O", "O", "H", "H", "H", "C", "H", "H", "H"],
  "coordinates": [[-0.35961, -0.14501, 1.31117], [-4.41173, -1.57809, 1.29141], [-3.24740, -0.90475, 1.40088], [-1.96597, -1.32289, 0.30520], [-3.14710, 0.02503, 2.31256], [-1.93937, 0.64084, 2.20304], [-1.80173, 1.82884, 2.66774], [-0.59832, 2.57515, 2.31754], [-0.24470, 3.75352, 2.95573], [0.89311, 4.42111, 2.52829], [1.64048, 3.88741, 1.49172], [1.22665, 2.69545, 0.91633], [0.12108, 2.06499, 1.29885], [-4.55703, -2.19636, 0.51447], [-5.21644, -1.20886, 1.76801], [-2.61592, 2.28596, 3.21880], [-0.84499, 4.12653, 3.77390], [1.19631, 5.34228, 3.00751], [2.53612, 4.37180, 1.13128], [1.80001, 2.22941, 0.12576], [3.67328, -0.52244, -0.02189], [2.46240, -0.57374, -0.10769], [1.63247, -0.35378, 0.85931], [1.82628, -0.94471, -1.42924], [2.37952, -1.97616, -2.17837], [1.73962, -2.38246, -3.33313], [0.57650, -1.79318, -3.79420], [0.08908, -0.74436, -3.04504], [0.68688, -0.29878, -1.88005], [-1.13794, -0.05631, -3.50820], [-1.76579, -0.57828, -4.40595], [-1.43624, 0.98532, -2.95693], [2.31037, -3.50091, -4.11297], [1.72343, -3.83431, -5.12166], [3.32992, -4.00838, -3.69797], [3.29098, -2.45406, -1.84999], [0.08160, -2.12932, -4.69110], [0.24131, 0.52768, -1.34397], [-0.09322, -1.86891, 2.36828], [0.98328, -1.87490, 2.52266], [-0.42436, -2.78083, 1.88160], [-0.63284, -1.72954, 3.30631]],
  "charge": 0,
  "de_lowest_kcal_mol": 32.3,
  "molar_mass_g_mol": 508.28,
  "total_energy_ha": -1867.940821,
  "max_force_ev_per_a": 0.92,
  "homo_lumo_gap_ha": 0.2663
}

***

{
  "formula": "C4H11N3O",
  "method": "ωB97M-V/def2-TZVPD",
  "species": ["N", "C", "C", "N", "C", "C", "N", "O", "H", "H", "H", "H", "H", "H", "H", "H", "H", "H", "H"],
  "coordinates": [[0.81602, -2.60031, 0.98814], [1.68098, -1.76616, 0.11465], [1.10885, -0.27826, -0.19295], [-0.21855, -0.26861, 0.64453], [-1.24978, 0.36675, -0.36864], [-1.46809, 1.85244, -0.06347], [-1.12294, 2.95240, -0.92990], [-1.67361, 1.94966, 1.10847], [0.56336, -1.98114, 1.85248], [-0.05540, -2.86717, 0.58333], [2.64585, -1.84524, 0.63387], [1.71843, -2.27194, -0.81156], [0.74269, -0.40341, -1.24474], [1.87202, 0.47160, -0.01982], [-0.32682, 0.25820, 1.55162], [-2.14192, -0.17093, -0.07778], [-1.14726, 0.08368, -1.42169], [-0.81586, 3.78078, -0.47326], [-0.92797, 2.73765, -1.87328]],
  "charge": 0,
  "de_lowest_kcal_mol": 72.1,
  "molar_mass_g_mol": 117.15,
  "total_energy_ha": -398.439297,
  "max_force_ev_per_a": 4.49,
  "homo_lumo_gap_ha": 0.3429
}